# 1
{
  "formula": "C33H57AuNP2Si",
  "method": "ωB97M-V/def2-TZVPD",
  "homo_lumo_gap_ev": [2.05, 1.80],
  "total_energy_ev": -66770.9466,
  "homo_ha": [-0.24573, -0.24453],
  "spin_multiplicity": 3,
  "s_squared": 2.004,
  "charge": 1,
  "de_lowest_kcal_mol": 144.32,
  "elements": ["Au", "C", "C", "C", "C", "C", "C", "H", "H", "H", "C", "H", "H", "H", "C", "H", "H", "H", "C", "H", "H", "H", "C", "H", "H", "H", "C", "C", "C", "C", "C", "C", "C", "C", "H", "H", "H", "H", "H", "H", "H", "H", "H", "H", "H", "H", "P", "P", "C", "C", "H", "H", "H", "H", "C", "H", "H", "H", "C", "H", "H", "H", "C", "H", "H", "H", "C", "H", "H", "H", "C", "Si", "C", "C", "N", "C", "C", "C", "C", "C", "C", "H", "H", "H", "H", "H", "H", "H", "H", "H", "H", "H", "H", "H", "H"],
  "xyz": [[2.205, 3.084, -4.631], [-1.534, 1.286, 1.206], [-2.123, 0.882, -0.033], [-2.130, -0.929, 1.376], [-1.522, 0.154, 2.062], [-2.490, -0.486, 0.075], [-1.087, 2.637, 1.599], [-1.146, 3.348, 0.767], [-0.052, 2.630, 1.980], [-1.715, 3.037, 2.413], [-0.995, 0.082, 3.439], [-0.724, 1.075, 3.810], [-0.103, -0.565, 3.489], [-1.748, -0.340, 4.119], [-2.428, -2.246, 1.979], [-3.063, -2.127, 2.875], [-1.512, -2.760, 2.306], [-2.961, -2.895, 1.274], [-3.186, -1.298, -0.944], [-4.241, -1.449, -0.671], [-2.734, -2.294, -1.049], [-3.168, -0.808, -1.924], [-2.373, 1.734, -1.215], [-3.374, 2.194, -1.178], [-2.321, 1.130, -2.129], [-1.643, 2.545, -1.288], [4.350, 3.431, -4.424], [3.658, 4.665, -4.635], [3.639, 5.331, -5.986], [3.262, 4.386, -7.159], [2.372, 3.221, -6.798], [2.900, 1.962, -6.379], [4.382, 1.709, -6.282], [5.150, 2.811, -5.527], [4.582, 5.850, -6.218], [4.153, 4.039, -7.708], [2.854, 6.105, -5.940], [5.494, 3.552, -6.256], [4.664, 3.163, -3.415], [3.518, 5.304, -3.762], [6.044, 2.336, -5.092], [4.495, 0.782, -5.702], [2.317, 1.057, -6.563], [4.846, 1.517, -7.266], [2.693, 5.010, -7.866], [1.403, 3.189, -7.330], [2.122, 1.358, 0.063], [0.720, -0.980, -2.198], [3.188, 0.473, -1.138], [2.568, -0.620, -2.025], [4.013, 0.022, -0.561], [3.639, 1.259, -1.771], [2.861, -0.396, -3.062], [2.992, -1.599, -1.747], [0.566, -2.571, -1.334], [-0.411, -2.581, -0.828], [1.358, -2.632, -0.580], [0.618, -3.418, -2.027], [0.807, -1.571, -3.951], [1.802, -1.970, -4.177], [0.602, -0.730, -4.623], [0.060, -2.353, -4.124], [3.449, 2.452, 0.732], [3.036, 3.073, 1.536], [3.849, 3.105, -0.051], [4.254, 1.837, 1.158], [1.287, 2.549, -1.052], [0.234, 2.593, -0.758], [1.356, 2.250, -2.102], [1.734, 3.548, -0.949], [2.386, 0.817, 3.429], [3.249, -0.863, 3.402], [4.941, -0.821, 2.582], [3.476, -1.378, 5.189], [2.210, -1.948, 2.548], [2.058, -3.236, 2.349], [2.984, -4.268, 2.752], [2.717, -5.606, 2.503], [1.577, -5.989, 1.787], [0.675, -5.015, 1.326], [0.883, -3.681, 1.644], [1.823, 0.944, 4.366], [1.678, 0.910, 2.589], [3.107, 1.644, 3.368], [5.723, -0.840, 3.356], [5.080, -1.708, 1.947], [5.105, 0.068, 1.961], [2.815, -0.787, 5.837], [3.235, -2.439, 5.326], [4.513, -1.210, 5.508], [3.896, -3.945, 3.266], [3.417, -6.359, 2.870], [1.392, -7.045, 1.583], [-0.181, -5.306, 0.718], [0.184, -2.905, 1.324]]
}

***

# 2
{
  "formula": "C15H13FN4O5",
  "method": "ωB97M-V/def2-TZVPD",
  "homo_lumo_gap_ev": 9.32,
  "total_energy_ev": -34673.6443,
  "homo_ha": -0.32940,
  "charge": 0,
  "smiles": "CO/N=C(/C1=NOCCO1)c1ccccc1Oc1ncnc(O)c1F",
  "de_lowest_kcal_mol": 48.31,
  "elements": ["C", "O", "N", "C", "C", "N", "O", "C", "C", "O", "C", "C", "C", "C", "C", "C", "O", "C", "N", "C", "N", "C", "O", "C", "F", "H", "H", "H", "H", "H", "H", "H", "H", "H", "H", "H", "H", "H"],
  "xyz": [[2.960, -3.102, -1.889], [2.610, -1.936, -1.212], [1.458, -1.889, -0.419], [0.782, -0.766, -0.292], [-0.401, -0.630, 0.529], [-0.819, -1.562, 1.212], [-2.149, -1.630, 1.773], [-2.976, -0.447, 1.720], [-2.045, 0.852, 1.563], [-0.965, 0.645, 0.680], [1.198, 0.399, -1.035], [0.770, 0.860, -2.295], [1.266, 2.014, -2.877], [2.027, 2.839, -2.117], [2.459, 2.406, -0.808], [2.102, 1.192, -0.369], [2.337, 0.921, 0.947], [1.677, 1.554, 1.974], [1.159, 2.790, 1.816], [0.347, 3.280, 2.720], [-0.066, 2.683, 3.776], [0.446, 1.487, 3.952], [-0.221, 0.807, 4.881], [1.296, 0.941, 3.134], [1.718, -0.206, 3.576], [2.804, -2.928, -3.036], [4.050, -3.348, -1.823], [2.308, -3.946, -1.606], [-3.583, -0.350, 2.613], [-3.660, -0.550, 0.880], [-1.759, 0.887, 2.573], [-2.665, 1.687, 1.313], [0.070, 0.270, -2.838], [1.134, 2.279, -3.872], [2.282, 3.755, -2.601], [2.982, 3.061, -0.131], [-0.067, 4.266, 2.435], [-0.758, 1.520, 5.263]]
}

***

# 3
{
  "formula": "C39H53OP2PtSi",
  "method": "ωB97M-V/def2-TZVPD",
  "homo_lumo_gap_ev": [5.74, 5.93],
  "total_energy_ev": -73028.5027,
  "homo_ha": [-0.60301, -0.61365],
  "charge": 3,
  "de_lowest_kcal_mol": 23.86,
  "elements": ["Pt", "C", "C", "P", "C", "C", "C", "C", "C", "C", "C", "C", "C", "C", "C", "C", "C", "P", "C", "C", "C", "C", "C", "C", "C", "C", "C", "C", "C", "C", "H", "H", "H", "H", "H", "H", "H", "H", "H", "H", "H", "H", "H", "H", "H", "H", "H", "H", "H", "H", "H", "H", "H", "H", "H", "H", "C", "C", "C", "O", "H", "H", "H", "H", "H", "H", "C", "Si", "C", "C", "C", "C", "C", "C", "C", "C", "H", "H", "H", "H", "H", "H", "H", "H", "H", "H", "H", "H", "H", "H", "H", "H", "H", "H", "H", "H", "H"],
  "xyz": [[-0.633, 0.114, -0.023], [-2.641, -2.294, 2.122], [-2.145, -1.039, 2.831], [-0.572, -0.444, 2.169], [0.665, -1.716, 2.414], [1.326, -2.413, 1.408], [2.246, -3.397, 1.742], [2.514, -3.677, 3.073], [1.868, -2.971, 4.083], [0.954, -1.985, 3.761], [-0.043, 0.942, 3.145], [-0.930, 1.611, 3.998], [-0.460, 2.634, 4.807], [0.882, 2.995, 4.758], [1.763, 2.342, 3.903], [1.306, 1.316, 3.094], [-3.146, -2.008, 0.697], [-1.787, -1.803, -0.461], [-2.368, -1.263, -2.060], [-1.465, -0.631, -2.920], [-1.846, -0.325, -4.222], [-3.121, -0.645, -4.658], [-4.023, -1.277, -3.804], [-3.648, -1.599, -2.511], [-0.968, -3.366, -0.724], [-1.380, -4.525, -0.064], [-0.796, -5.742, -0.389], [0.199, -5.801, -1.352], [0.619, -4.646, -2.007], [0.037, -3.431, -1.698], [-3.451, -2.736, 2.700], [-1.835, -3.029, 2.122], [-1.939, -1.260, 3.883], [-2.886, -0.243, 2.804], [1.161, -2.180, 0.371], [2.759, -3.940, 0.958], [3.239, -4.437, 3.331], [2.082, -3.185, 5.122], [0.463, -1.439, 4.559], [-1.972, 1.329, 4.055], [-1.134, 3.138, 5.485], [1.246, 3.783, 5.405], [2.808, 2.621, 3.886], [1.998, 0.780, 2.453], [-3.726, -1.082, 0.659], [-3.799, -2.812, 0.349], [-0.436, -0.441, -2.611], [-1.143, 0.139, -4.902], [-3.415, -0.421, -5.675], [-5.012, -1.535, -4.158], [-4.350, -2.113, -1.866], [-2.162, -4.510, 0.681], [-1.128, -6.642, 0.108], [0.645, -6.754, -1.604], [1.388, -4.700, -2.765], [0.360, -2.539, -2.221], [3.968, -0.375, -1.543], [2.570, 0.087, -1.782], [2.271, 0.800, -3.064], [1.694, -0.121, -0.942], [4.621, 0.499, -1.461], [4.331, -0.944, -2.401], [4.033, -0.968, -0.635], [2.970, 1.627, -3.209], [1.246, 1.166, -3.082], [2.435, 0.119, -3.904], [-1.482, 2.699, -2.377], [-1.576, 2.311, -0.569], [-3.289, 2.684, 0.092], [-3.484, 2.195, 1.525], [-3.664, 4.177, 0.007], [-4.237, 1.894, -0.844], [0.081, 3.779, 0.250], [1.420, 3.165, -0.061], [-0.301, 4.925, -0.636], [-0.239, 3.956, 1.693], [-2.010, 3.643, -2.533], [-1.997, 1.942, -2.963], [-0.465, 2.790, -2.758], [-2.832, 2.710, 2.235], [-3.289, 1.125, 1.591], [-4.516, 2.365, 1.841], [-3.088, 4.794, 0.697], [-4.714, 4.287, 0.290], [-3.566, 4.584, -1.000], [-3.997, 0.827, -0.886], [-4.233, 2.284, -1.863], [-5.261, 1.980, -0.471], [1.552, 2.980, -1.126], [1.609, 2.256, 0.504], [2.177, 3.905, 0.232], [-0.093, 4.763, -1.688], [0.361, 5.739, -0.301], [-1.320, 5.283, -0.499], [-0.154, 3.039, 2.262], [-1.210, 4.418, 1.862], [0.518, 4.653, 2.082]]
}

***

# 4
{
  "formula": "AlB3H14O",
  "method": "ωB97M-V/def2-TZVPD",
  "homo_lumo_gap_ev": 1.46,
  "total_energy_ev": -10879.7888,
  "homo_ha": -0.33447,
  "charge": 0,
  "elements": ["Al", "B", "H", "H", "H", "H", "B", "H", "H", "H", "H", "B", "H", "H", "H", "H", "O", "H", "H"],
  "xyz": [[0.421, -0.632, 0.698], [2.320, -4.310, -2.685], [1.268, -4.269, -2.448], [2.833, -4.610, -1.784], [2.528, -5.033, -3.458], [2.556, -3.297, -2.972], [0.083, 2.221, -3.907], [-0.502, 1.318, -3.815], [0.984, 2.105, -3.325], [0.373, 2.381, -4.934], [-0.551, 3.001, -3.514], [-3.212, -0.638, 4.884], [-3.350, -1.156, 3.948], [-4.162, -0.240, 5.206], [-2.917, -1.374, 5.615], [-2.433, 0.093, 4.734], [1.272, 4.485, 2.374], [1.998, 4.972, 2.765], [0.491, 4.981, 2.618]]
}